{"formula": "C32H31BF4N3OP2Pd", "method": "ωB97M-V/def2-TZVPD", "homo_energy_ev": -4.634, "relative_energy_kcal_mol": 0.00, "orbital_gap_ev": 7.05, "charge": -1, "spin_multiplicity": 1, "max_force_ev_per_a": 0.33, "elements": ["Pd", "C", "C", "O", "N", "C", "C", "C", "C", "C", "C", "N", "H", "H", "H", "H", "H", "H", "H", "H", "H", "H", "N", "P", "C", "C", "C", "C", "C", "C", "C", "C", "C", "C", "C", "C", "P", "C", "C", "C", "C", "C", "C", "C", "C", "C", "C", "C", "C", "H", "H", "H", "H", "H", "H", "H", "H", "H", "H", "H", "H", "H", "H", "H", "H", "H", "H", "H", "H", "H", "F", "B", "F", "F", "F"], "coordinates": [[0.2784, 0.6468, 0.2170], [0.4359, -1.2076, -2.8576], [1.7895, -1.0827, -2.2154], [2.3449, -2.0004, -1.6275], [2.4038, 0.1342, -2.3806], [3.5002, 0.4895, -1.5022], [3.0475, 1.0971, -0.1894], [3.7483, 0.9488, 0.9903], [3.3168, 1.6438, 2.1230], [2.2081, 2.4551, 2.0327], [1.5495, 2.5588, 0.8009], [1.9810, 1.9117, -0.3017], [0.1266, -2.2491, -2.8364], [0.4486, -0.8327, -3.8815], [-0.2927, -0.6072, -2.3034], [1.7920, 0.8967, -2.6413], [4.1145, 1.2350, -2.0137], [4.1120, -0.3941, -1.3303], [4.6095, 0.2936, 1.0283], [3.8434, 1.5345, 3.0628], [1.8317, 2.9983, 2.8887], [0.7495, 3.2731, 0.6461], [-1.3566, -0.5964, 2.7710], [-1.5326, -0.2202, 1.1104], [-2.1517, -1.7856, 0.3892], [-2.0717, -3.0220, 1.0182], [-2.5128, -4.1716, 0.3712], [-3.0353, -4.0921, -0.9090], [-3.1095, -2.8581, -1.5474], [-2.6664, -1.7129, -0.9085], [-3.0615, 0.7682, 1.0522], [-4.1628, 0.5128, 1.8682], [-5.3163, 1.2674, 1.7372], [-5.3857, 2.2673, 0.7708], [-4.2995, 2.5177, -0.0518], [-3.1323, 1.7780, 0.0999], [0.2391, -0.6372, 3.3921], [-0.1428, -0.7077, 5.1863], [-1.3374, -0.2322, 5.7204], [-1.5406, -0.2076, 7.0955], [-0.5506, -0.6523, 7.9573], [0.6517, -1.1166, 7.4359], [0.8532, -1.1385, 6.0662], [0.7003, -2.3934, 3.0828], [1.3824, -2.6233, 1.8913], [1.6215, -3.9194, 1.4515], [1.1964, -4.9970, 2.2122], [0.5277, -4.7782, 3.4128], [0.2766, -3.4844, 3.8431], [-2.0271, -1.2360, 3.1844], [-1.6354, -3.1125, 2.0059], [-2.4329, -5.1292, 0.8717], [-3.3744, -4.9879, -1.4150], [-3.5048, -2.7852, -2.5530], [-2.7094, -0.7597, -1.4273], [-4.1249, -0.2815, 2.6065], [-6.1683, 1.0698, 2.3770], [-6.2955, 2.8451, 0.6590], [-4.3398, 3.2737, -0.8246], [-2.2803, 1.9782, -0.5388], [-2.1103, 0.1337, 5.0553], [-2.4781, 0.1632, 7.4916], [-0.7098, -0.6349, 9.0281], [1.4339, -1.4623, 8.1007], [1.7937, -1.5052, 5.6688], [1.6939, -1.7888, 1.2736], [2.1259, -4.0703, 0.5056], [1.3779, -6.0092, 1.8715], [0.1919, -5.6194, 4.0078], [-0.2592, -3.3243, 4.7721], [-1.0880, 2.0070, -4.6602], [-1.4936, 1.8958, -3.3266], [-0.3930, 2.1291, -2.4692], [-1.9772, 0.5822, -3.0840], [-2.5117, 2.8241, -3.0388]]}

=====

{"formula": "C32H31ClN4O2OsSi", "method": "ωB97M-V/def2-TZVPD", "homo_energy_ev": [-8.214, -8.422], "relative_energy_kcal_mol": 15.01, "orbital_gap_ev": [8.31, 6.34], "spin_multiplicity": 5, "max_force_ev_per_a": 1.67, "elements": ["Os", "N", "N", "C", "O", "O", "H", "H", "H", "C", "N", "C", "C", "C", "C", "C", "N", "C", "C", "C", "C", "C", "C", "H", "H", "H", "H", "H", "H", "H", "H", "H", "H", "H", "Cl", "C", "H", "H", "C", "C", "C", "C", "C", "C", "Si", "C", "C", "C", "C", "C", "C", "C", "C", "C", "C", "C", "C", "H", "H", "H", "H", "H", "H", "H", "H", "H", "H", "H", "H", "H", "H", "H"], "coordinates": [[0.3332, -1.6494, 0.6830], [-1.7051, -2.7354, 1.4652], [-2.6672, -2.4895, 0.4696], [-2.1944, -2.3391, -0.8536], [-2.9705, -2.4757, -1.7728], [-0.9402, -2.0391, -0.9117], [-1.5474, -3.7296, 1.6019], [-1.9928, -2.3116, 2.3380], [-3.5354, -2.9983, 0.5246], [2.9727, -0.3600, -1.6367], [2.2360, -1.4246, -0.9618], [2.5756, -2.6343, -1.2289], [2.0505, -3.7513, -0.5270], [2.3440, -5.1060, -0.6525], [1.6220, -5.7648, 0.3496], [0.9252, -4.7837, 1.0434], [1.1753, -3.5663, 0.5175], [2.2212, 0.3387, -2.7459], [1.8491, -0.3672, -3.8852], [1.1929, 0.2687, -4.9271], [0.9103, 1.6257, -4.8416], [1.2905, 2.3370, -3.7151], [1.9429, 1.6975, -2.6716], [3.8855, -0.7920, -2.0640], [3.2703, 0.3768, -0.8951], [3.3400, -2.8439, -1.9811], [3.0041, -5.5466, -1.3831], [1.6027, -6.8220, 0.5569], [0.2807, -4.9087, 1.9017], [2.0722, -1.4265, -3.9583], [0.9112, -0.2932, -5.8085], [0.3930, 2.1235, -5.6520], [1.0717, 3.3950, -3.6411], [2.2445, 2.2603, -1.7973], [1.1433, -0.3977, 3.8124], [1.0699, -1.7767, 2.6749], [0.4695, -2.5269, 3.1911], [2.0938, -2.1446, 2.6292], [-3.4113, 1.8082, -2.5848], [-2.2980, 1.0299, -2.8616], [-1.4067, 0.7035, -1.8508], [-1.6257, 1.1232, -0.5382], [-2.7560, 1.9039, -0.2751], [-3.6318, 2.2562, -1.2911], [-0.4741, 0.6478, 0.9070], [0.9339, 1.9299, 1.0111], [0.6377, 3.2627, 0.7178], [1.6156, 4.2440, 0.7901], [2.9119, 3.9080, 1.1568], [3.2166, 2.5919, 1.4720], [2.2330, 1.6142, 1.4028], [-1.5685, 0.9844, 2.4365], [-2.7721, 0.2968, 2.6009], [-3.6015, 0.5510, 3.6835], [-3.2413, 1.5041, 4.6245], [-2.0537, 2.2059, 4.4686], [-1.2270, 1.9475, 3.3851], [-4.1102, 2.0583, -3.3732], [-2.1256, 0.6617, -3.8645], [-0.5464, 0.0961, -2.0922], [-2.9550, 2.2380, 0.7360], [-4.4938, 2.8731, -1.0673], [-0.3700, 3.5288, 0.4149], [1.3665, 5.2723, 0.5573], [3.6830, 4.6670, 1.1904], [4.2241, 2.3235, 1.7671], [2.4808, 0.5893, 1.6574], [-3.0782, -0.4219, 1.8446], [-4.5374, 0.0148, 3.7873], [-3.8875, 1.7077, 5.4688], [-1.7688, 2.9578, 5.1944], [-0.3033, 2.5021, 3.2764]]}

=====

{"formula": "C32H31NO5P2RuSSe", "method": "ωB97M-V/def2-TZVPD", "homo_energy_ev": [-14.399, -14.238], "relative_energy_kcal_mol": 16.13, "orbital_gap_ev": [8.03, 5.99], "charge": 2, "spin_multiplicity": 5, "max_force_ev_per_a": 1.46, "elements": ["Ru", "C", "N", "P", "C", "C", "C", "C", "C", "C", "C", "C", "C", "C", "C", "C", "P", "C", "C", "C", "C", "C", "C", "C", "C", "C", "C", "C", "C", "H", "H", "H", "H", "H", "H", "H", "H", "H", "H", "H", "H", "H", "H", "H", "H", "H", "H", "H", "H", "H", "H", "H", "O", "Se", "O", "O", "O", "C", "S", "O", "C", "C", "C", "C", "C", "C", "H", "H", "H", "H", "H", "H", "H", "H"], "coordinates": [[-1.1767, -0.7797, 0.9032], [-1.9361, -3.7156, -2.3511], [-1.6832, -2.7337, -1.2928], [-2.7908, -2.0555, -0.2141], [-3.6898, -3.3197, 0.6560], [-4.6928, -4.0307, -0.0127], [-5.3316, -5.0751, 0.6314], [-4.9792, -5.4052, 1.9360], [-3.9895, -4.6966, 2.6021], [-3.3377, -3.6520, 1.9645], [-3.9292, -1.0322, -1.1364], [-5.1850, -0.7308, -0.6049], [-6.0316, 0.1204, -1.2955], [-5.6288, 0.6709, -2.5060], [-4.3761, 0.3786, -3.0315], [-3.5189, -0.4659, -2.3461], [-0.2098, -2.1104, -0.7631], [0.6648, -1.3130, -2.0926], [0.3827, 0.0238, -2.3820], [0.9937, 0.6348, -3.4631], [1.8804, -0.0863, -4.2538], [2.1645, -1.4149, -3.9666], [1.5620, -2.0338, -2.8831], [0.7804, -3.4015, -0.0432], [2.1339, -3.1685, 0.2150], [2.8758, -4.1329, 0.8732], [2.2728, -5.3183, 1.2782], [0.9253, -5.5450, 1.0326], [0.1713, -4.5849, 0.3778], [-2.2252, -4.6780, -1.9280], [-1.0284, -3.8477, -2.9386], [-2.7246, -3.3561, -3.0119], [-4.9796, -3.7634, -1.0232], [-6.1079, -5.6294, 0.1220], [-5.4869, -6.2182, 2.4377], [-3.7288, -4.9505, 3.6205], [-2.5777, -3.0886, 2.4924], [-5.5050, -1.1707, 0.3319], [-7.0103, 0.3466, -0.8948], [-6.2978, 1.3269, -3.0466], [-4.0730, 0.8042, -3.9785], [-2.5432, -0.6962, -2.7586], [-0.3065, 0.5876, -1.7600], [0.7855, 1.6715, -3.6901], [2.3577, 0.3933, -5.0978], [2.8583, -1.9677, -4.5848], [1.7936, -3.0661, -2.6507], [2.6029, -2.2423, -0.0939], [3.9243, -3.9613, 1.0737], [2.8586, -6.0689, 1.7915], [0.4630, -6.4690, 1.3515], [-0.8829, -4.7590, 0.1969], [-1.8325, -0.7404, 2.8910], [-0.3005, -0.4585, 3.5739], [0.1699, -1.4491, 4.7061], [0.5130, -0.5404, 2.0875], [-0.3049, 1.1436, 4.0477], [-2.6911, 2.5763, 2.8961], [-1.1485, 2.1344, 2.1490], [-1.4309, 1.4651, 0.8258], [-0.2438, 3.6031, 1.9014], [-0.1899, 4.1644, 0.6284], [0.5179, 5.3429, 0.4750], [1.1557, 5.9222, 1.5671], [1.1017, 5.3322, 2.8243], [0.4031, 4.1512, 3.0060], [-3.2347, 3.2173, 2.2030], [-2.4556, 3.0958, 3.8241], [-3.2134, 1.6433, 3.1022], [-0.6928, 3.6956, -0.2061], [0.5718, 5.8134, -0.4969], [1.7080, 6.8426, 1.4341], [1.6140, 5.7851, 3.6615], [0.3747, 3.6606, 3.9705]]}